No. 1
{"formula": "C4H5NO3PS", "method": "the ωB97M-V functional and the def2-TZVPD basis", "symbols": ["P", "H", "C", "C", "O", "H", "H", "C", "C", "H", "O", "H", "O", "S", "N"], "xyz": [[1.40, 1.10, -0.12], [-1.32, 3.17, -0.44], [-0.99, 2.17, -0.03], [0.12, -2.88, 0.21], [0.28, 2.17, -0.65], [-0.78, 1.95, 1.10], [-1.91, -2.31, -0.66], [0.62, -0.50, -0.20], [-0.87, -2.10, -0.36], [0.16, -3.91, 0.62], [2.70, 1.26, -0.75], [-1.55, 1.41, -0.37], [1.19, 1.21, 1.88], [1.55, -1.90, 0.28], [-0.60, -0.82, -0.50]], "gap_ev": [6.9, 6.9], "smiles": "CO[P@](=O)([O-])c1nccs1", "charge": -1, "relative_energy_kj_mol": 287.3, "e_homo_ev": [-3.80, -3.81], "fmax_ha_per_bohr": 0.171, "total_energy_ha": -1175.4574, "lumo_energy_ev": [3.0698, 3.0698], "multiplicity": 1}

No. 2
{"formula": "C18H28FN2O10Tc", "method": "the ωB97M-V functional and the def2-TZVPD basis", "symbols": ["O", "H", "C", "H", "H", "H", "N", "C", "C", "H", "O", "C", "C", "C", "H", "H", "H", "C", "H", "H", "H", "C", "C", "O", "O", "O", "H", "H", "C", "C", "O", "C", "C", "C", "H", "C", "H", "O", "H", "H", "H", "H", "C", "H", "H", "H", "O", "H", "C", "N", "F", "H", "C", "O", "H", "Tc", "H", "H", "O", "H"], "xyz": [[1.36, 2.45, 0.44], [4.03, -1.00, 1.32], [0.26, 2.15, 0.79], [4.57, 0.77, -0.40], [-1.98, 0.75, -3.27], [2.89, -1.27, 3.43], [-1.96, 2.91, 1.63], [3.58, 0.71, 0.04], [-2.29, -0.58, -1.56], [1.12, -3.00, 2.80], [-2.23, 4.00, -0.36], [1.48, -2.25, 2.09], [-4.68, 2.09, 1.40], [-1.90, -1.68, 0.61], [4.28, 0.60, 2.07], [-2.68, -1.33, -2.26], [1.24, -0.60, 3.48], [-0.80, -2.53, 1.27], [-0.61, -0.65, -4.34], [2.28, -2.68, 1.47], [-3.13, -0.12, -1.04], [-2.47, 2.08, 2.55], [0.19, -0.65, -3.60], [-0.34, 1.05, 0.58], [0.42, -1.79, 1.24], [-1.39, -1.24, -0.65], [3.16, 1.71, 0.18], [-0.67, -3.48, 0.74], [-2.75, 3.39, 0.52], [-0.58, 3.23, 1.59], [-5.78, 1.67, 1.18], [-1.51, 0.53, -2.31], [3.63, 0.02, 1.40], [3.21, -0.55, -2.02], [-2.80, -2.29, 0.48], [2.69, -1.99, -2.17], [-1.49, 1.45, -1.72], [1.28, -2.08, -1.95], [4.30, -0.59, -1.99], [-2.11, -0.81, 1.23], [2.90, 0.10, -2.84], [-0.15, 3.28, 2.60], [0.45, -2.08, -3.11], [3.15, -2.63, -1.41], [-1.82, 1.74, 3.35], [2.94, -2.39, -3.16], [2.67, 0.00, -0.81], [-4.65, 3.43, -0.16], [-3.77, 1.66, 2.49], [-4.06, 3.03, 0.56], [-4.23, 0.81, 3.37], [-0.42, 4.17, 1.06], [2.01, -1.01, 2.83], [-0.13, 0.20, -2.49], [0.90, -2.68, -3.91], [0.56, -0.53, -0.55], [-0.48, -2.56, -2.81], [-1.11, -2.73, 2.30], [2.30, 0.01, 1.89], [1.09, -0.22, -4.06]], "gap_ev": [8.9, 6.0], "s_squared": 3.778, "charge": 3, "e_homo_ev": [-18.59, -18.57], "fmax_ha_per_bohr": 0.056, "total_energy_ha": -1744.1774, "lumo_energy_ev": [-9.7143, -12.5274], "multiplicity": 4}

No. 3
{"formula": "C33H38N6O12", "method": "the ωB97M-V functional and the def2-TZVPD basis", "symbols": ["H", "H", "H", "H", "N", "H", "H", "H", "H", "H", "C", "H", "O", "H", "C", "C", "C", "C", "N", "O", "C", "C", "O", "C", "H", "H", "H", "H", "N", "C", "C", "H", "C", "H", "O", "H", "H", "C", "H", "N", "H", "C", "H", "O", "C", "H", "H", "C", "H", "H", "O", "O", "C", "C", "H", "H", "C", "O", "H", "N", "C", "N", "C", "O", "H", "H", "C", "H", "C", "C", "C", "H", "H", "C", "C", "O", "C", "C", "O", "C", "C", "C", "H", "H", "C", "H", "O", "H", "C"], "xyz": [[11.27, -11.37, 80.66], [10.00, -7.88, 76.90], [13.67, -6.76, 80.20], [7.48, -7.07, 73.00], [7.03, -6.19, 78.81], [10.20, -6.18, 78.46], [1.58, -5.09, 83.77], [3.36, -6.27, 85.23], [6.41, -9.42, 77.10], [13.86, -5.95, 78.36], [3.64, -10.56, 78.88], [9.24, -9.64, 80.68], [6.57, -5.48, 77.93], [4.39, -8.52, 78.72], [12.15, -7.39, 78.58], [3.72, -9.22, 78.54], [1.25, -10.99, 78.09], [7.55, -10.45, 75.61], [11.72, -8.57, 79.38], [2.09, -4.21, 79.87], [8.51, -8.83, 73.58], [2.53, -8.59, 77.84], [6.59, -7.33, 79.04], [3.78, -6.05, 81.24], [4.43, -11.25, 79.65], [11.47, -5.26, 78.36], [3.42, 1.04, 79.33], [6.73, -2.80, 78.43], [7.62, -11.69, 76.30], [7.65, -7.87, 73.90], [11.30, -11.09, 79.53], [0.43, -9.17, 77.08], [3.86, -1.17, 79.54], [9.07, -11.03, 73.89], [0.76, -3.87, 81.67], [5.45, -6.77, 84.19], [5.58, 1.74, 78.39], [2.47, -11.53, 78.61], [10.05, -10.31, 77.17], [7.91, -0.06, 78.07], [11.69, -10.29, 77.28], [4.80, -6.59, 82.13], [12.18, -11.13, 79.26], [-0.90, -11.31, 77.17], [4.17, 0.31, 79.29], [12.98, -8.23, 76.71], [5.77, -6.87, 81.84], [9.30, -9.54, 79.59], [11.91, -6.69, 76.55], [10.75, -8.60, 75.72], [8.00, -5.78, 79.49], [8.28, 1.13, 77.99], [6.16, -1.95, 78.78], [6.80, -7.91, 75.27], [8.92, -8.71, 72.63], [8.68, -10.10, 78.95], [11.17, -6.25, 78.92], [11.82, -8.48, 80.63], [6.21, -6.92, 75.49], [1.68, -4.47, 81.08], [2.23, -5.60, 83.33], [-0.02, -11.81, 77.96], [1.31, -9.53, 77.55], [8.49, -0.90, 77.43], [8.86, -8.57, 79.50], [2.94, -1.32, 79.76], [6.63, -0.41, 78.61], [10.96, -6.14, 79.93], [10.90, -9.81, 77.43], [3.33, -6.18, 84.21], [10.90, -8.40, 76.66], [14.40, -7.73, 78.72], [10.76, -11.88, 79.11], [6.87, -9.23, 76.16], [5.49, 0.61, 78.58], [8.22, -12.69, 75.82], [10.82, -9.70, 78.95], [13.57, -6.95, 79.02], [-0.06, -12.78, 78.60], [8.42, -10.20, 74.30], [12.09, -7.57, 77.06], [2.51, -5.41, 81.84], [2.55, -7.73, 77.45], [3.68, -6.01, 80.18], [4.62, -6.48, 83.56], [4.48, -3.34, 79.13], [7.07, -11.78, 77.41], [2.54, -12.56, 78.80], [4.71, -2.22, 79.16]], "gap_ev": 4.2, "relative_energy_kj_mol": 246.8, "e_homo_ev": -8.31, "fmax_ha_per_bohr": 0.252, "total_energy_ha": -2510.3956, "lumo_energy_ev": -4.1250, "multiplicity": 1}

No. 4
{"formula": "C46H62Br6N4O23", "method": "the ωB97M-V functional and the def2-TZVPD basis", "symbols": ["C", "O", "N", "O", "C", "O", "Br", "H", "O", "C", "Br", "O", "O", "C", "C", "H", "C", "H", "H", "C", "C", "H", "H", "C", "O", "H", "C", "H", "H", "H", "H", "H", "H", "C", "H", "C", "O", "O", "O", "C", "H", "H", "C", "C", "C", "H", "C", "H", "C", "C", "Br", "H", "H", "N", "C", "O", "H", "C", "C", "H", "H", "H", "C", "C", "H", "N", "O", "C", "H", "C", "C", "H", "H", "O", "H", "H", "O", "Br", "C", "H", "H", "C", "O", "C", "C", "H", "H", "O", "H", "H", "C", "H", "H", "H", "C", "H", "H", "Br", "Br", "C", "C", "H", "C", "C", "H", "H", "C", "H", "O", "H", "O", "C", "H", "H", "H", "H", "H", "H", "O", "H", "C", "H", "H", "H", "C", "H", "H", "C", "O", "H", "C", "O", "C", "O", "C", "H", "C", "O", "N", "H", "H"], "xyz": [[-1.67, -5.83, 3.98], [5.76, 11.50, 7.08], [-9.36, -1.74, -1.71], [11.06, 1.94, -5.35], [5.21, -11.18, -5.99], [0.29, -7.05, -7.97], [9.74, -5.41, -1.43], [-11.00, 2.49, -2.84], [-8.37, 8.31, -1.38], [1.17, -6.09, -8.11], [9.76, -1.26, 5.54], [-9.73, -2.84, -1.45], [5.47, -10.69, -4.63], [-10.15, 0.60, -2.28], [-7.12, 6.47, 8.92], [-5.13, 3.13, 8.46], [7.63, 0.97, -5.99], [8.39, 11.53, 6.75], [-13.18, 1.62, -3.27], [6.34, 1.49, -6.01], [3.94, 9.39, 6.86], [-5.90, 7.26, -0.84], [-10.75, 9.68, 1.28], [-8.71, 8.96, -0.31], [7.25, 10.18, 5.84], [-1.54, -5.28, -7.01], [7.21, 3.62, -5.29], [4.03, 7.90, 8.35], [0.54, -2.33, -0.95], [-4.99, 6.03, 7.23], [5.13, 3.21, -5.67], [-9.43, 9.25, 2.37], [-7.76, 8.73, 10.47], [1.26, -1.54, -0.76], [-2.14, -6.49, -5.72], [6.42, -10.93, -6.84], [-9.63, 8.29, 0.44], [-7.69, 7.05, 7.99], [-3.53, -8.76, 3.13], [-8.22, 7.76, 10.66], [4.47, -9.18, -0.84], [-6.82, 6.39, -2.13], [3.16, 0.39, -0.09], [3.11, -5.66, -9.58], [-1.96, -7.24, 4.03], [3.96, -5.67, -8.90], [8.51, 3.12, -5.23], [-0.45, -7.97, 6.97], [8.11, 11.30, 5.72], [3.93, -9.55, -1.71], [8.53, -6.23, -4.34], [0.28, -7.25, -5.86], [2.39, 8.14, 7.68], [1.45, 1.96, 0.85], [-11.20, 1.43, -2.73], [1.24, -5.05, -7.49], [5.53, 0.86, -6.33], [6.13, 2.79, -5.67], [3.58, -0.75, -0.72], [3.64, 7.30, 6.74], [3.38, -8.73, -2.18], [9.33, 3.77, -4.96], [4.40, -10.61, -3.87], [-1.57, -8.01, 5.11], [2.88, -4.62, -9.80], [-2.73, -7.84, 2.87], [10.32, 0.02, -5.80], [1.84, 0.65, 0.22], [-1.92, -9.03, 5.15], [3.46, 8.10, 7.45], [-0.40, -7.16, -6.71], [-7.51, 8.72, -3.11], [-3.73, 3.90, 8.34], [0.25, 2.15, 1.10], [6.23, -11.26, -7.86], [-8.32, 7.75, 11.75], [-8.20, -1.35, -1.59], [6.97, -3.06, 5.63], [6.07, 10.40, 6.60], [3.38, -6.13, -10.52], [-6.70, 9.41, -1.78], [-0.85, -5.25, 4.93], [2.00, -6.43, -9.12], [-12.46, 0.92, -2.88], [-12.76, -0.36, -2.60], [-11.92, -2.27, -2.27], [-13.73, -0.82, -2.74], [-8.10, 9.95, 0.06], [-0.41, -4.27, 4.75], [-9.14, 0.94, -2.09], [9.79, -6.74, -2.89], [-0.82, -8.16, -6.62], [-6.37, 5.01, 6.94], [7.24, -11.52, -6.44], [-5.51, 5.15, 7.61], [-2.35, -6.73, -7.39], [-5.42, 7.17, -2.59], [11.61, -6.84, -3.59], [7.00, 0.20, 6.08], [-4.66, 3.84, 7.77], [-10.42, -0.72, -2.08], [4.42, -10.71, -6.58], [-1.64, -6.31, -6.68], [8.73, 1.74, -5.65], [-2.02, -5.22, 3.16], [6.64, -9.87, -6.93], [-0.43, -6.01, 6.00], [3.68, 10.19, 7.55], [3.28, -10.97, -4.19], [3.38, 9.53, 5.94], [-2.45, -7.30, 1.76], [-6.24, 7.28, -1.87], [-9.24, 7.81, 10.26], [2.88, -2.62, -1.61], [4.60, -0.75, -1.06], [7.62, 12.17, 5.29], [7.01, 4.62, -4.94], [3.21, -10.28, -1.35], [-7.31, 6.72, 10.24], [-0.15, -0.13, 0.07], [-0.78, -7.39, 6.12], [-10.77, 8.12, 2.13], [7.70, -1.21, 4.11], [9.44, -7.70, -2.50], [-7.19, 8.49, -2.09], [-4.48, 3.35, 6.82], [3.89, 1.14, 0.16], [-11.68, -1.22, -2.40], [-6.07, 5.57, 8.85], [7.74, -0.07, -6.26], [7.76, -1.37, 5.19], [5.32, 9.32, 6.55], [0.88, -0.33, -0.18], [2.31, 2.75, 1.08], [2.60, -1.75, -1.04], [8.96, 10.90, 5.18], [-10.13, 8.86, 1.64], [4.80, -10.06, -2.67], [10.16, 1.22, -5.63], [0.19, -5.56, 6.76], [5.03, -12.25, -6.02]], "gap_ev": 9.3, "e_homo_ev": -9.95, "fmax_ha_per_bohr": 0.066, "total_energy_ha": -19183.1248, "lumo_energy_ev": -0.6403, "multiplicity": 1}

No. 5
{"formula": "C34H46MoN3O2P", "method": "the ωB97M-V functional and the def2-TZVPD basis", "symbols": ["C", "H", "C", "C", "N", "H", "H", "H", "C", "H", "C", "C", "H", "H", "H", "C", "C", "C", "H", "C", "H", "H", "H", "C", "C", "H", "C", "H", "C", "H", "H", "H", "C", "H", "H", "C", "O", "C", "Mo", "H", "H", "H", "C", "H", "C", "H", "H", "C", "H", "N", "C", "C", "O", "N", "H", "C", "H", "H", "C", "C", "H", "H", "H", "C", "H", "H", "H", "C", "P", "C", "H", "H", "H", "H", "H", "H", "C", "C", "C", "H", "H", "H", "C", "C", "H", "C", "H"], "xyz": [[-1.86, 0.95, -1.99], [1.01, 0.81, 5.65], [2.68, -0.13, 4.73], [-0.76, 2.26, 4.14], [-0.50, 0.90, -1.64], [2.71, 4.88, -3.12], [-0.05, -0.88, -3.51], [0.45, -4.67, -2.59], [3.16, -0.74, 3.58], [-1.25, 0.23, 5.90], [-1.94, 4.42, -0.97], [2.96, -1.69, 1.31], [-0.08, 2.76, 3.45], [1.37, -4.51, -1.08], [2.96, -3.68, 0.43], [0.98, 0.70, -5.28], [1.39, 1.75, -3.04], [-1.72, 0.09, 4.92], [-5.57, -0.39, 0.60], [1.07, 4.27, -1.88], [1.11, -0.20, -5.89], [0.94, 5.26, -1.46], [-1.21, 2.65, -0.01], [0.40, 1.97, -2.06], [1.38, 0.31, 4.76], [0.18, 5.31, 0.48], [-0.15, 4.31, 0.77], [-1.56, 5.40, -1.29], [0.52, 0.15, 3.68], [1.34, -3.07, 0.85], [-2.22, -3.73, 0.27], [-1.25, -5.03, -0.44], [1.01, -0.79, -3.31], [-0.09, 0.92, -5.20], [-0.62, -4.10, 0.94], [1.00, -0.53, 2.54], [-2.34, 1.54, -2.92], [-0.80, 3.57, -0.40], [0.16, -0.59, -0.50], [0.72, 3.77, 1.16], [-1.23, -2.61, -3.48], [3.19, -1.47, -0.84], [2.94, -0.87, 0.03], [1.47, 1.53, -5.79], [-2.30, -1.06, 0.96], [-1.40, 0.70, 2.88], [4.01, -1.80, 1.54], [-4.01, 0.22, -0.75], [1.63, -3.37, -2.41], [-1.86, -0.51, -0.17], [2.34, -0.95, 2.48], [2.22, 2.81, -3.38], [-1.25, -2.26, 2.73], [0.06, -0.81, 1.45], [-2.70, 4.60, -0.20], [-1.16, -1.48, 1.84], [1.17, -0.79, -2.21], [4.19, -1.07, 3.54], [2.39, -3.10, 1.16], [2.06, 4.06, -2.82], [1.97, -0.38, -0.12], [-2.42, 3.96, -1.84], [-1.83, -0.98, 4.76], [1.58, 0.50, -3.87], [-0.38, 2.42, 5.16], [3.00, 2.65, -4.12], [-0.88, 4.44, 1.58], [-4.51, -0.42, 0.38], [-0.46, -2.94, -1.21], [-3.64, -1.05, 1.27], [-2.11, -3.89, -2.64], [2.66, 0.36, -3.98], [3.61, -0.01, 0.07], [-2.71, 0.54, 4.96], [3.33, 0.00, 5.58], [2.42, -3.63, 2.11], [0.24, 3.25, -1.47], [-2.66, 0.17, -0.99], [-1.69, -2.89, -2.54], [1.53, -1.67, -3.70], [-1.74, 2.74, 4.08], [-2.50, -2.19, -2.32], [-0.88, 0.76, 3.83], [-1.21, -4.04, 0.02], [-3.97, -1.49, 2.20], [0.89, -3.96, -1.89], [-4.65, 0.79, -1.42]], "gap_ev": [6.5, 6.0], "s_squared": 2.021, "charge": 2, "e_homo_ev": [-13.94, -14.03], "fmax_ha_per_bohr": 0.020, "total_energy_ha": -2046.9743, "lumo_energy_ev": [-7.4179, -8.0328], "multiplicity": 3}

No. 6
{"formula": "C4H10OP2S4", "method": "the ωB97M-V functional and the def2-TZVPD basis", "symbols": ["H", "H", "S", "C", "H", "S", "C", "P", "C", "P", "S", "H", "H", "H", "H", "O", "S", "H", "H", "C", "H"], "xyz": [[-0.70, 2.21, -0.23], [0.95, 1.56, -2.31], [0.49, -1.70, -0.88], [-0.81, 1.38, -0.88], [-1.79, 1.05, -0.86], [-2.44, -1.98, 3.78], [-0.19, 1.41, -2.33], [0.29, 0.05, 0.03], [3.24, 0.29, -0.49], [-1.84, -1.70, 1.80], [-0.37, 0.09, 2.00], [-0.60, -3.12, 0.86], [4.19, 0.65, -0.89], [-0.36, 0.37, -2.68], [-0.64, 2.21, -2.87], [-0.88, -2.93, 1.76], [-3.02, -1.23, 0.33], [-3.05, -0.82, 4.14], [3.06, -0.66, -0.85], [2.31, 0.92, 0.12], [2.17, 1.95, 0.45]], "gap_ev": [5.8, 5.0], "s_squared": 2.013, "e_homo_ev": [-5.39, -8.74], "fmax_ha_per_bohr": 0.102, "total_energy_ha": -2508.9945, "lumo_energy_ev": [0.3844, -3.7349], "multiplicity": 3}